ORCA calculation (ωB97M-V/def2-TZVPD) on a 2-piece molecular cluster, C2H3ClF2O overall at a distorted geometry.

Geometry as XYZ:
```
9
Properties=species:S:1:pos:R:3:mulliken_charge:R:1
C 0.28385 0.17003 0.28012 -0.4620
C 3.35949 0.31476 -0.04701 0.5189
O 1.17022 -0.33004 1.08215 -0.3954
F 3.76026 1.42662 0.50508 -0.1603
F 2.74519 0.63292 -1.17423 -0.1868
Cl 4.22807 -1.11341 0.04914 -0.0495
H -0.01806 1.16466 0.81010 0.2166
H -0.66227 -0.27659 0.06604 0.3064
H 0.61952 0.30800 -0.78084 0.2123
```

## Properties
- energy (Eh) = -812.99472
- HOMO (spin up / spin down) (eV) = -9.77 / -8.78
- orbital gap (spin up / spin down) (eV) = 9.68 / 7.48
- charge = 0
- energy above the lowest of the compared OMol25 structures with the same formula, charge and spin (eV) = 4.642

ORCA calculation (ωB97M-V/def2-TZVPD) on an isolated ion of composition C7H18N4 and charge +2 at a distorted geometry.

Geometry as XYZ:
```
29
Properties=species:S:1:pos:R:3:mulliken_charge:R:1
C 0.94991 -1.88445 0.83705 -1.0815
C 1.77843 -1.02361 0.26156 0.6580
N 2.92989 -0.60538 0.83028 -0.4245
C 1.57011 -0.40589 -1.10212 -0.8603
N 0.77708 0.85076 -1.00175 0.0061
C 1.35115 1.80878 -0.04432 -0.9766
C -0.75203 0.71553 -0.84110 -0.8841
C -1.43756 0.24601 0.45864 0.3952
N -0.95505 0.52810 1.66879 -0.0845
C -2.83392 -0.37239 0.28028 -0.7052
N -2.93642 -0.83418 -1.05695 -0.5539
H -0.01478 -2.11488 0.40882 0.3870
H 1.12020 -2.18700 1.88034 0.3292
H 3.07556 -0.94075 1.71477 0.1494
H 3.81753 -0.25491 0.43854 0.2178
H 2.40105 -0.24111 -1.78879 0.5094
H 0.99666 -0.92622 -1.81229 0.4539
H 0.84107 1.35531 -1.94065 0.4404
H 0.65470 2.60415 0.37504 0.3932
H 1.85176 1.17080 0.77322 0.4537
H 2.04233 2.51136 -0.51291 0.3488
H -1.26598 0.13296 -1.68729 0.5693
H -1.23119 1.74460 -1.06817 0.4276
H -0.00491 0.85684 1.70295 0.2450
H -1.57192 0.57265 2.42011 0.2789
H -3.03982 -1.24150 0.98765 0.4063
H -3.69708 0.36363 0.60801 0.4625
H -3.79295 -0.65020 -1.53914 0.2032
H -2.62379 -1.77900 -1.25056 0.2356
```

## Properties
- energy (Eh) = -495.82970
- HOMO (eV) = -15.69
- orbital gap (eV) = 7.02
- SMILES = C=C(N)C[N@H+](C)CC(=[NH2+])CN
- charge = +2
- energy above the lowest of the compared OMol25 structures with the same formula, charge and spin (eV) = 2.999

ORCA calculation (ωB97M-V/def2-TZVPD) on a 3-piece molecular cluster, C17H17BN2O4 overall at a distorted geometry.

Geometry as XYZ:
```
41
Properties=species:S:1:pos:R:3:mulliken_charge:R:1
C 1.78005 -1.19758 -1.48628 -0.7057
C 0.50257 -0.85321 -1.07412 -0.4311
C -0.39044 -0.18545 -2.01991 0.3074
C -1.67388 -0.38035 -2.37397 0.6859
B -2.64789 -1.46050 -1.77035 0.2076
C -3.72860 -0.96331 -0.74828 -0.9391
O -2.56665 -2.78189 -2.13622 -0.5490
C -1.94538 0.61701 -3.46443 0.3238
O -2.98920 0.95132 -3.92725 -0.5171
O -0.72639 1.12440 -3.87661 -0.2850
C 0.12027 1.00391 -2.78273 0.1217
O 1.02418 1.74164 -2.56528 -0.5462
H 1.92103 -1.94233 -2.26332 0.2428
H 2.62672 -0.68075 -1.04283 0.3123
H 0.16114 -1.15542 -0.08642 0.4950
H -3.93120 0.09132 -0.93820 0.3084
H -3.38347 -1.07636 0.28079 0.3297
H -4.66928 -1.50091 -0.86356 0.2819
H -1.82598 -3.26068 -1.74972 0.3182
C 1.72632 -3.46974 3.73337 -0.1595
C 2.72074 -2.76846 3.07143 -0.5102
C 2.74156 -2.80523 1.68531 -0.1086
N 1.86000 -3.48046 0.95119 -0.4166
C 0.91175 -4.15022 1.60341 -0.1884
C 0.79925 -4.17690 2.98514 -0.4296
H 1.67467 -3.46569 4.81435 0.3718
H 3.46529 -2.20400 3.61540 0.3624
H 3.50116 -2.26741 1.12812 0.3649
H 0.20827 -4.69385 0.98127 0.3666
H 0.00634 -4.73799 3.46000 0.3638
C 0.53242 3.40738 0.65685 -0.1586
C 0.40027 4.06449 -0.55515 -0.1378
C 0.06701 5.41139 -0.53764 -0.4397
N -0.13608 6.10950 0.57787 -0.5477
C -0.00607 5.46117 1.73296 -0.1867
C 0.32615 4.11815 1.82855 -0.4776
H 0.79299 2.35596 0.68558 0.4423
H 0.55333 3.53851 -1.48745 0.4622
H -0.04405 5.96490 -1.46356 0.3650
H -0.17881 6.05323 2.62528 0.3440
H 0.41989 3.64440 2.79638 0.3567
```

## Properties
- energy (Eh) = -1093.24294
- HOMO (eV) = -8.55
- orbital gap (eV) = 7.07
- SMILES = C=CC1=C(B(C)O)C(=O)OC1=O.c1ccncc1.c1ccncc1
- charge = 0
- energy above the lowest of the compared OMol25 structures with the same formula, charge and spin (eV) = 5.578

ORCA calculation (ωB97M-V/def2-TZVPD) on C31H45BCl2CsN9O3P as an isolated structure.

Geometry as XYZ:
```
93
Properties=species:S:1:pos:R:3:mulliken_charge:R:1
Cs -0.10658 0.27880 -0.51378 0.9077
C 0.28648 -2.00164 -4.27053 -1.0917
C 1.48335 -1.74044 -3.40997 0.6100
C 2.71117 -1.14745 -3.75424 -1.2947
C 3.45353 -1.16834 -2.58601 0.9318
C 4.83036 -0.66795 -2.31028 -1.5131
N 2.68826 -1.73520 -1.63378 1.4620
N 1.48100 -2.09138 -2.13175 -1.0043
B 3.07971 -2.03152 -0.15877 -1.2298
N 3.34940 -0.70990 0.59001 1.1193
N 2.94095 0.49202 0.12181 -0.8966
C 3.24599 1.38831 1.04986 0.5920
C 2.96658 2.84305 0.83359 -1.0901
C 3.85968 0.75697 2.14990 -1.1023
C 3.89187 -0.58287 1.81762 0.6846
C 4.35922 -1.76255 2.60074 -1.4064
N 1.92035 -2.78839 0.52377 1.6010
N 1.01970 -2.15549 1.31489 -0.8368
C 0.07898 -3.04444 1.59882 0.5343
C -1.08206 -2.66391 2.45676 -0.9636
C 0.36778 -4.27941 0.98538 -1.2883
C 1.54722 -4.06431 0.30136 0.9165
C 2.31424 -4.98069 -0.59052 -1.4900
H 0.52140 -1.82292 -5.32146 0.3580
H -0.55256 -1.36123 -3.98781 -0.0024
H -0.04218 -3.03683 -4.16668 0.3208
H 3.02351 -0.76659 -4.71430 0.4275
H 5.35329 -0.47889 -3.24769 0.4104
H 5.39985 -1.39652 -1.73019 0.2894
H 4.79193 0.25604 -1.73082 0.1754
H 4.08222 -2.72163 -0.13694 -0.0271
H 2.14949 2.99205 0.12779 0.1841
H 3.85137 3.35295 0.44315 0.2822
H 2.69395 3.33238 1.77062 0.2453
H 4.21416 1.20608 3.06450 0.4478
H 4.80764 -1.43475 3.53810 0.4065
H 5.09637 -2.34126 2.04133 0.2405
H 3.52146 -2.42574 2.82664 0.1914
H -0.99783 -1.61141 2.72722 0.0736
H -1.11526 -3.25631 3.37507 0.3002
H -2.02936 -2.80701 1.93120 0.2170
H -0.20635 -5.19203 1.01732 0.3979
H 1.88475 -5.98136 -0.54784 0.4017
H 3.36370 -5.03532 -0.29677 0.2764
H 2.27579 -4.62573 -1.62242 0.1932
C 0.41877 2.28578 3.86694 -0.9679
C -0.08856 1.79361 5.05494 -0.7353
C -1.26330 1.06103 5.02482 -0.6139
C -1.88078 0.83914 3.79984 0.1802
N -1.38497 1.29168 2.64806 0.3077
C -0.26471 2.01348 2.68918 -0.1774
C -3.16044 0.07289 3.73062 0.6115
C -3.32655 -1.09370 4.47284 -0.3201
C -4.52404 -1.78034 4.38409 -0.6553
C -5.52195 -1.27553 3.56694 -0.3510
C -5.26490 -0.10351 2.87088 -0.4878
N -4.11672 0.56057 2.94108 -0.3924
H 1.33131 2.86534 3.83923 0.4028
H 0.41439 1.98347 5.99497 0.3922
H -1.71011 0.68397 5.93564 0.5150
H 0.07562 2.40842 1.73574 0.5590
H -2.51186 -1.46990 5.07718 0.3890
H -4.66981 -2.70148 4.93434 0.3990
H -6.47336 -1.77884 3.45997 0.4020
H -6.01794 0.32249 2.21613 0.4387
N -3.47158 4.83402 0.29240 -0.7249
C -2.24377 4.10615 0.61457 0.1965
C -1.24664 3.97903 -0.55001 0.3788
O -1.50233 4.59667 -1.60615 -0.9021
O -0.23241 3.26228 -0.32983 -0.5215
H -4.18489 4.16657 0.02498 0.2684
H -3.26585 5.35925 -0.55478 0.3428
H -2.47578 3.10588 0.98541 -0.1198
H -1.70490 4.61337 1.42266 0.0951
Cl -3.67799 -0.68958 -0.04199 0.0055
C -3.33917 -1.54111 -1.55795 -0.0542
Cl -2.10103 -2.78598 -1.32475 -0.0597
H -2.96552 -0.81198 -2.27226 -0.0724
H -4.25173 -2.01930 -1.89366 0.3915
C 0.25128 2.52091 -3.58328 -0.6138
P -1.33230 1.80481 -4.02934 0.9855
C -1.11605 1.17814 -5.71913 -1.1786
C -2.49582 3.16286 -4.16850 -1.0702
O -1.79393 0.73131 -3.08296 -0.6842
H 0.53675 3.28940 -4.30367 0.4245
H 1.01076 1.73455 -3.57385 0.1700
H 0.15603 2.98154 -2.59422 0.0742
H -0.82083 1.99037 -6.38495 0.3995
H -2.04585 0.73600 -6.07723 0.3267
H -0.33971 0.41332 -5.71727 0.2218
H -2.19059 3.86638 -4.94487 0.3614
H -2.51007 3.69118 -3.21119 0.1705
H -3.48071 2.75814 -4.40647 0.3310
```

## Properties
- energy (Eh) = -3233.85753
- HOMO (eV) = -5.46
- orbital gap (eV) = 7.51
- charge = -1
- energy above the lowest of the compared OMol25 structures with the same formula, charge and spin (eV) = 0.000

ORCA calculation (ωB97M-V/def2-TZVPD) on an isolated molecule of C4H10N2O at a distorted geometry.

Geometry as XYZ:
```
17
Properties=species:S:1:pos:R:3:mulliken_charge:R:1
C -0.19531 -2.03451 1.45682 -0.8922
N -0.68496 -0.77102 0.86975 -0.3516
C -0.16977 -0.67947 -0.56092 -0.7716
C -0.65656 0.58035 -1.33337 0.4372
O -1.15279 0.49955 -2.44650 -0.6097
N -0.33459 1.81163 -0.78111 -0.2172
C 0.94835 2.01924 -0.05239 -0.9641
H 0.88786 -2.13640 1.27269 0.3016
H -0.38253 -3.03996 0.93602 0.3005
H -0.33601 -2.16819 2.50804 0.3578
H -1.75707 -0.87139 0.80642 0.2707
H 0.89495 -0.51154 -0.66332 0.4730
H -0.51608 -1.53354 -1.18006 0.3704
H -0.44058 2.56236 -1.43097 0.2853
H 0.98904 2.93155 0.49451 0.3546
H 1.09402 1.33310 0.78944 0.3202
H 1.81203 2.00823 -0.68505 0.3351
```

## Properties
- energy (Eh) = -343.12691
- HOMO (eV) = -9.50
- orbital gap (eV) = 10.42
- SMILES = CNCC(=O)NC
- charge = 0
- energy above the lowest of the compared OMol25 structures with the same formula, charge and spin (eV) = 2.029

ORCA calculation (ωB97M-V/def2-TZVPD) on an isolated molecule of C4H8NOS at a distorted geometry.

Geometry as XYZ:
```
15
Properties=species:S:1:pos:R:3:mulliken_spin:R:1
O -1.75783 0.33911 -2.30653 -0.0006
C -1.42012 0.67403 -1.18977 -0.0007
N -1.22310 -0.24930 -0.19930 0.0006
C -0.12886 -0.28303 0.83566 0.0108
C 1.02741 -1.11577 0.37193 -0.0430
S 2.40120 -0.80809 1.50448 0.9912
C -1.38365 2.10033 -0.73430 -0.0003
H -1.48731 -1.20745 -0.36792 0.0004
H -0.02215 0.74155 1.16334 -0.0068
H -0.63898 -0.73275 1.70431 0.0008
H 0.79158 -2.18310 0.31202 0.0220
H 1.37607 -0.86620 -0.63855 0.0252
H -1.29514 2.32390 0.34678 0.0003
H -2.28174 2.70876 -0.85369 0.0001
H -0.58650 2.60475 -1.28558 0.0001
```

## Properties
- energy (Eh) = -685.33848
- HOMO (spin up / spin down) (eV) = -9.49 / -9.21
- orbital gap (spin up / spin down) (eV) = 10.34 / 6.94
- ⟨S²⟩ = 0.753
- 2S+1 = 2
- charge = 0
- energy above the lowest of the compared OMol25 structures with the same formula, charge and spin (eV) = 0.469

> Which formula does entry 1 have?

C2H3ClF2O